No. 1
Here is a 2-piece molecular cluster, C4H14NS2 overall from the Open Molecules 2025 dataset. Energies are from wB97M-V/def2-TZVPD.

Properties
LUMO level, eV: -3.268
Maximum force, Eh/bohr: 0.0334
Orbital gap, eV: 8.5
Electronic energy, eV: -27529.167

```
! RIJCOSX wB97M-V def2-TZVPD def2/J DEFGRID3
* xyz 1 1
C 1.5889 0.3022 2.4363
C 1.6026 -0.8776 1.4924
N 0.2036 -1.1584 0.9979
H 2.5938 0.3851 2.8464
H 1.3291 1.2346 1.9363
H 0.8918 0.1769 3.2657
H 2.2121 -0.6915 0.6106
H 1.9809 -1.7964 1.9340
H -0.4481 -1.2880 1.7707
H 0.0733 -1.8834 0.3046
H -0.1368 -0.2718 0.5671
C 0.2039 1.2151 -2.0509
C -1.2749 0.8943 -2.2183
S -2.0935 0.4237 -0.6845
S -3.3948 -1.0581 -1.3950
H 0.7708 0.3873 -1.6184
H 0.3371 2.1060 -1.4357
H 0.6190 1.4434 -3.0316
H -1.4387 0.0887 -2.9357
H -1.7732 1.7796 -2.6139
H -3.8468 -1.4116 -0.1780
*
```


No. 2
Here is a 2-piece molecular cluster, C4H14NSi overall from the Open Molecules 2025 dataset. Energies are from wB97M-V/def2-TZVPD.

Properties
LUMO level, eV: -3.286
Maximum force, Eh/bohr: 0.1258
Orbital gap, eV: 11.9
Electronic energy, eV: -13735.138

```
! RIJCOSX wB97M-V def2-TZVPD def2/J DEFGRID3
* xyz 1 1
C -2.7360 -0.9434 0.3021
C -0.2156 1.7801 0.6419
C 0.4409 -0.0813 -2.0242
C 1.5171 -0.9843 0.9892
N 2.3755 -0.0060 0.3113
Si 0.5014 0.1943 -0.0785
H -2.8408 0.0504 0.8151
H -3.7931 -1.4369 0.4608
H -1.9600 -1.6830 0.5187
H -0.3980 1.6093 1.6477
H 0.5149 2.6112 0.4869
H -1.1866 1.9928 0.1085
H 1.0937 -0.8246 -2.3914
H -0.5324 -0.3414 -2.4099
H 0.7268 0.9815 -2.4695
H 1.5143 -1.0012 2.0748
H 1.7989 -1.9422 0.7253
H -2.5773 -0.4531 -0.7003
H 2.5517 0.6910 1.1148
H 3.2045 -0.2132 -0.1232
*
```


No. 3
Here is a 3-piece molecular cluster, C4H14O2 overall from the Open Molecules 2025 dataset. Energies are from wB97M-V/def2-TZVPD.

Properties
LUMO level, eV: 0.806
Maximum force, Eh/bohr: 0.0550
Structure (SMILES): CCCC.O.O
Orbital gap, eV: 11.8
Electronic energy, eV: -8468.936

```
! RIJCOSX wB97M-V def2-TZVPD def2/J DEFGRID3
* xyz 0 1
C -0.0857 1.7015 1.2478
C -0.6610 1.3067 -0.1400
C -1.2027 -0.1064 -0.0537
C -1.3893 -0.9182 -1.3758
H -0.8025 1.8609 2.0049
H 0.6958 2.5017 1.1384
H 0.4501 0.9124 1.7604
H 0.1343 1.3903 -0.9401
H -1.5095 2.1312 -0.2831
H -0.4117 -0.6091 0.6148
H -2.2739 -0.1068 0.3618
H -0.8939 -0.4374 -2.2247
H -2.4807 -0.8808 -1.5042
H -1.0219 -1.8902 -1.2920
O 2.9736 0.6007 -1.1218
H 2.5923 0.9577 -0.2926
H 2.6880 1.2063 -1.8670
O 1.3061 -3.0553 1.5151
H 0.4371 -3.3133 1.8749
H 1.4555 -3.2519 0.5770
*
```


No. 4
Here is a 3-piece molecular cluster, C4H14O2S2 overall from the Open Molecules 2025 dataset. Energies are from wB97M-V/def2-TZVPD.

Properties
LUMO level, eV: 0.540
Maximum force, Eh/bohr: 0.0242
Structure (SMILES): CCCSSC.O.O
Orbital gap, eV: 9.4
Electronic energy, eV: -30140.290

```
! RIJCOSX wB97M-V def2-TZVPD def2/J DEFGRID3
* xyz 0 1
C -0.8858 -2.5907 0.9854
C -0.7521 -1.4219 0.0072
C -2.0190 -0.5645 -0.0068
S -1.7926 1.2398 0.0471
S -0.1624 1.6858 1.0897
C 1.2344 1.6013 -0.0341
H -1.7255 -3.2425 0.7528
H -0.0252 -3.2600 0.9984
H -1.0379 -2.1623 1.9727
H 0.1455 -0.8767 0.2992
H -0.6155 -1.7602 -1.0218
H -2.5771 -0.8050 -0.9079
H -2.7405 -0.8920 0.7477
H 0.9708 1.8807 -1.0559
H 2.0002 2.3002 0.2986
H 1.7025 0.6339 -0.1492
O 2.8171 -1.7086 -0.3450
H 2.2666 -0.9420 -0.5640
H 2.1439 -2.3866 -0.2101
O 1.9043 -0.6586 -2.6636
H 2.8024 -0.3343 -2.5049
H 2.1259 -1.5978 -2.5867
*
```


No. 5
Here is a 4-piece molecular cluster, C4H14O3 overall from the Open Molecules 2025 dataset. Energies are from wB97M-V/def2-TZVPD.

Properties
LUMO level, eV: 0.536
Maximum force, Eh/bohr: 0.0822
Structure (SMILES): C/C=C/C.O.O.O
Orbital gap, eV: 10.2
Electronic energy, eV: -10515.241

```
! RIJCOSX wB97M-V def2-TZVPD def2/J DEFGRID3
* xyz 0 1
C -0.7339 -3.6197 -0.1800
C 0.7006 -2.7711 -0.1478
C 0.8514 -1.9403 -1.2068
C 2.2563 -1.2243 -1.8518
H -0.8542 -4.2923 0.6718
H -0.7802 -4.2583 -1.0401
H -1.6203 -2.9097 -0.2521
H 1.4665 -3.2866 0.4181
H -0.0008 -1.8755 -1.8502
H 3.2628 -1.6476 -1.4619
H 2.1891 -1.3945 -2.8718
H 2.3951 -0.0744 -1.6508
O 1.4021 4.0397 0.8923
H 2.3428 4.2880 0.8858
H 1.2368 3.7912 1.8393
O -0.2015 1.5129 -0.9784
H -0.5383 1.7006 -0.0797
H 0.1339 0.6194 -0.9323
O -4.6535 4.1410 3.4606
H -3.7153 4.3614 3.3734
H -5.1395 4.8401 2.9624
*
```


No. 6
Here is a 3-piece molecular cluster, C4H14O3 overall from the Open Molecules 2025 dataset. Energies are from wB97M-V/def2-TZVPD.

Properties
LUMO level, eV: 0.701
Maximum force, Eh/bohr: 0.0233
Structure (SMILES): CC[C@@H](C)O.O.O
Orbital gap, eV: 11.2
Electronic energy, eV: -10517.669

```
! RIJCOSX wB97M-V def2-TZVPD def2/J DEFGRID3
* xyz 0 1
C -2.0320 -0.8871 1.2703
C -0.9872 0.1280 0.8562
C -0.9903 0.4942 -0.6232
C 0.1358 1.3858 -1.0521
O -0.8801 -0.7279 -1.4079
H -3.0389 -0.4775 1.1582
H -1.9733 -1.8193 0.7100
H -1.8708 -1.2074 2.3015
H 0.0099 -0.2140 1.1426
H -1.0902 1.0762 1.3912
H -1.9770 0.8990 -0.8701
H 0.1114 1.5200 -2.1334
H 1.1100 0.9561 -0.8440
H 0.1891 2.3180 -0.4898
H -1.7671 -1.0827 -1.4957
O 1.8062 -1.3441 -0.3858
H 1.0942 -1.3628 -1.0415
H 2.5534 -1.7515 -0.8377
O 2.3716 1.1681 1.2426
H 2.3311 0.2639 0.9016
H 1.6159 1.2868 1.8229
*
```